DFT (the ωB97M-V functional and the def2-TZVPD basis) results for a 2-piece molecular cluster, C3H10N2 overall in a non-equilibrium geometry.

XYZ file:
```
15
Properties=species:S:1:pos:R:3:forces:R:3
N 1.2014 -1.2740 -0.3680 -1.55 1.41 1.59
C 1.1796 0.0965 0.0683 -0.10 0.01 -5.34
C 0.0358 0.9586 -0.4061 -0.33 0.77 0.96
C -1.3168 0.3227 -0.0047 -0.78 -2.11 -0.36
N -1.4424 -1.0354 -0.4952 0.42 0.68 -0.02
H 0.1371 -1.4181 -0.5300 -0.28 -0.34 -0.56
H 1.3039 -1.8464 0.4770 1.29 -0.31 -0.35
H 2.0713 0.6878 -0.1826 0.52 -0.50 1.85
H 0.9924 -0.0104 1.3245 0.09 0.49 2.17
H 0.0935 1.9295 0.1355 0.39 -0.29 -0.25
H -0.0245 1.2388 -1.4635 0.32 -0.60 0.06
H -2.1780 0.9204 -0.3309 0.36 0.40 0.25
H -1.3034 0.1808 1.0773 -0.09 0.68 0.40
H 1.0348 0.2238 2.1546 -0.25 -0.18 -0.40
H -1.7847 -0.9747 -1.4560 0.00 -0.11 0.00
```
Positions in Å, forces in eV/Å.

Output
Calculated total energy (Ha): -229.55616
Maximum force (eV/Å): 5.340
ΔE to the lowest compared entry with this formula, charge and spin (kcal/mol): 158.8
HOMO (eV): -6.9
Orbital gap (eV): 4.92

Results of the Löwdin charge analysis, in e, for atoms 1 through 4: atom 1 (N): 0.052, atom 2 (C): -0.284, atom 3 (C): -0.215, atom 4 (C): -0.363

DFT (the ωB97M-V functional and the def2-TZVPD basis) results for one molecule with the formula C3H10N2 in a non-equilibrium geometry.

XYZ file:
```
15
Properties=species:S:1:pos:R:3:forces:R:3
C 0.6989 0.5611 -1.5434 0.02 0.82 -0.23
C -0.0118 -0.2502 -0.4735 0.37 0.27 -0.21
N -1.4715 -0.1778 -0.6880 0.89 -0.29 0.28
C 0.3103 0.3054 0.9160 0.77 -0.20 0.63
N -0.2682 -0.5975 1.9566 0.83 0.43 0.46
H 0.3172 0.3488 -2.5474 0.21 -0.37 0.10
H 0.4676 1.6413 -1.4276 0.20 -0.51 0.22
H 1.7925 0.4293 -1.5115 -0.39 0.00 -0.09
H 0.3570 -1.3069 -0.5083 -0.16 0.55 0.08
H -1.6868 -0.7964 -1.4688 -0.23 0.13 0.26
H -1.8193 -0.6000 0.1666 -0.63 -0.14 -0.11
H -0.0781 1.3283 1.0523 -0.33 -0.45 -0.26
H 1.4183 0.4505 1.0704 -0.81 -0.39 -0.42
H -0.4709 -0.0179 2.7890 0.25 -0.81 -0.53
H 0.4447 -1.3179 2.2175 -1.00 0.96 -0.18
```
Positions in Å, forces in eV/Å.

Output
Calculated total energy (Ha): -229.80311
Maximum force (eV/Å): 1.397
ΔE to the lowest compared entry with this formula, charge and spin (kcal/mol): 3.9
HOMO (eV): -9.2
Orbital gap (eV): 10.37

Results of the Löwdin charge analysis, in e, for atoms 1 through 4: atom 1 (C): -0.095, atom 2 (C): -0.496, atom 3 (N): 0.025, atom 4 (C): -0.271

DFT (the ωB97M-V functional and the def2-TZVPD basis) results for one molecule with the formula C3H10N2O in a non-equilibrium geometry.

XYZ file:
```
16
Properties=species:S:1:pos:R:3:forces:R:3
N -1.9890 -1.3199 -1.2333 -0.19 -0.07 0.57
C -1.2954 -1.0018 -0.0113 -0.05 -0.55 0.09
N 0.0306 -0.4716 -0.2217 0.44 1.37 0.12
C 0.7377 0.1788 0.8971 -0.39 -0.28 -0.85
C 1.6881 1.2451 0.3447 -0.42 0.03 -0.11
O 1.0100 2.4843 0.1028 0.16 -0.31 0.17
H -1.9422 -0.5226 -1.8442 0.09 -0.10 -0.50
H -1.6371 -2.1682 -1.6461 0.08 0.11 -0.37
H -1.8912 -0.2526 0.5067 0.16 0.19 0.22
H -1.3091 -1.9054 0.6123 -0.01 -0.04 0.07
H 0.6754 -1.0358 -0.7525 -0.29 -0.40 -0.07
H -0.0117 0.7162 1.4724 -0.05 -0.14 0.44
H 1.2359 -0.5793 1.5112 0.15 0.30 0.26
H 2.4821 1.4811 1.0527 0.06 -0.10 -0.08
H 2.1015 0.8680 -0.6031 0.21 0.10 0.24
H 0.1144 2.2836 -0.1877 0.04 -0.10 -0.19
```
Positions in Å, forces in eV/Å.

Output
Calculated total energy (Ha): -305.02718
Maximum force (eV/Å): 1.442
ΔE to the lowest compared entry with this formula, charge and spin (kcal/mol): 29.8
HOMO (eV): -8.9
Orbital gap (eV): 9.89

Results of the Löwdin charge analysis, in e, for atoms 1 through 4: atom 1 (N): 0.004, atom 2 (C): -0.351, atom 3 (N): -0.086, atom 4 (C): -0.211

DFT (the ωB97M-V functional and the def2-TZVPD basis) results for a 2-piece molecular cluster, C3H10N2O overall in a non-equilibrium geometry.

XYZ file:
```
16
Properties=species:S:1:pos:R:3:forces:R:3
C -1.1139 -1.6732 -0.9710 1.49 0.57 2.01
C 0.1165 -1.5133 -0.3959 -4.65 -1.58 1.71
N 0.3465 -1.6177 1.0507 1.88 0.85 -2.40
H -1.2522 -1.7574 -2.0113 0.19 0.35 -1.19
H -2.0413 -1.6779 -0.4055 0.24 -0.33 0.24
H 0.8997 -1.3774 -1.0528 2.13 0.03 -0.69
H -0.4017 -1.5938 1.6686 -2.28 0.39 0.51
H 0.7801 -2.4842 1.2863 0.89 -0.47 -0.20
N 0.6441 1.5764 -0.9597 -2.67 0.30 -0.91
C 0.3407 2.2291 0.2398 0.61 1.83 2.86
O -0.5406 1.5746 1.1596 0.26 -2.51 0.60
H 1.4533 1.0888 -0.8436 2.70 -1.80 0.12
H -0.1048 0.8948 -1.1458 0.42 0.56 -0.19
H 1.2876 2.5098 0.8440 -1.06 -0.44 -1.28
H -0.1892 3.1796 0.0723 0.10 -0.30 -0.09
H -0.2247 0.6417 1.4643 -0.23 2.55 -1.10
```
Positions in Å, forces in eV/Å.

Output
Calculated total energy (Ha): -304.98349
Maximum force (eV/Å): 5.200
ΔE to the lowest compared entry with this formula, charge and spin (kcal/mol): 57.2
HOMO (eV): -9.3
Orbital gap (eV): 10.18

Results of the Löwdin charge analysis, in e, for atoms 1 through 4: atom 1 (C): 0.010, atom 2 (C): -0.236, atom 3 (N): 0.023, atom 4 (H): 0.032

DFT (the ωB97M-V functional and the def2-TZVPD basis) results for one molecule with the formula C3H10N2O in a non-equilibrium geometry.

XYZ file:
```
16
Properties=species:S:1:pos:R:3:forces:R:3
N 1.4546 -1.7614 -0.7770 -0.11 0.23 0.59
C 0.8093 -0.6321 -1.3974 -0.30 0.39 0.18
N -0.4333 -0.2189 -0.7646 0.26 -0.26 0.10
C -0.2660 0.2355 0.6263 -0.74 0.07 -0.75
C -0.9933 1.5683 0.8378 0.27 0.19 0.97
O -1.8670 1.6050 1.9754 0.22 -0.42 0.39
H 1.0303 -2.6479 -0.9885 0.30 -0.20 -0.21
H 2.4531 -1.7204 -0.8832 0.08 -0.50 -0.11
H 1.4975 0.2003 -1.2838 0.11 0.22 -0.22
H 0.6122 -0.7692 -2.4584 -0.09 -0.05 -0.23
H -1.0638 -1.0095 -0.7290 -0.11 0.01 -0.36
H -0.6924 -0.5137 1.2752 -0.14 -0.17 0.55
H 0.7863 0.2901 0.8475 0.43 0.15 0.22
H -0.2458 2.3674 0.9530 -0.21 0.03 -0.26
H -1.6503 1.7743 0.0053 0.10 0.04 -0.31
H -1.4313 1.2321 2.7614 -0.08 0.26 -0.55
```
Positions in Å, forces in eV/Å.

Output
Calculated total energy (Ha): -305.01996
Maximum force (eV/Å): 1.061
ΔE to the lowest compared entry with this formula, charge and spin (kcal/mol): 34.3
HOMO (eV): -9.1
Orbital gap (eV): 10.08

Results of the Löwdin charge analysis, in e, for atoms 1 through 4: atom 1 (N): 0.010, atom 2 (C): -0.338, atom 3 (N): -0.073, atom 4 (C): -0.210

DFT (the ωB97M-V functional and the def2-TZVPD basis) results for one molecule with the formula C3H10N2O in a non-equilibrium geometry.

XYZ file:
```
16
Properties=species:S:1:pos:R:3:forces:R:3
N 0.3932 1.4074 -1.1447 -0.62 0.21 -0.26
C -0.8429 0.6252 -0.8799 0.77 -0.41 0.15
C -0.5483 -0.8866 -0.7614 -0.13 0.38 -0.37
N -0.1783 -1.3798 0.5659 -0.11 0.88 0.08
C 1.0296 -0.7227 1.0790 -0.17 -1.31 -0.50
O 0.7996 0.4552 1.7921 -0.13 0.85 0.25
H 0.6508 1.9059 -0.2999 0.11 -0.15 0.03
H 0.1655 2.1341 -1.8170 0.19 -0.10 0.01
H -1.5825 0.7566 -1.6725 0.13 0.22 0.01
H -1.2487 0.9612 0.0670 -0.56 0.05 0.13
H -1.4190 -1.4376 -1.1074 -0.20 -0.17 0.12
H 0.2469 -1.1077 -1.4751 0.11 -0.11 0.10
H -0.9252 -1.0607 1.1862 -0.01 -0.54 0.00
H 1.5632 -1.4636 1.6780 0.11 0.16 0.23
H 1.6227 -0.4657 0.2100 0.34 0.15 0.05
H 0.2733 0.2786 2.5799 0.17 -0.12 -0.05
```
Positions in Å, forces in eV/Å.

Output
Calculated total energy (Ha): -305.02548
Maximum force (eV/Å): 1.415
ΔE to the lowest compared entry with this formula, charge and spin (kcal/mol): 30.9
HOMO (eV): -8.8
Orbital gap (eV): 9.73

Results of the Löwdin charge analysis, in e, for atoms 1 through 4: atom 1 (N): -0.006, atom 2 (C): -0.258, atom 3 (C): -0.245, atom 4 (N): -0.055

DFT (the ωB97M-V functional and the def2-TZVPD basis) results for a 2-piece molecular cluster, C3H10N2O overall in a non-equilibrium geometry.

XYZ file:
```
16
Properties=species:S:1:pos:R:3:forces:R:3
N -0.8833 1.5761 -1.3126 2.34 -0.44 1.19
C 0.6150 1.3647 -1.1733 0.15 0.83 -1.18
O 1.3222 0.5101 -1.7205 -2.75 2.15 1.48
H -1.2865 2.2157 -0.6134 0.98 0.07 -0.42
H -1.4729 0.7614 -1.1954 0.41 -0.61 -0.72
H 1.1051 2.2596 -0.5805 -0.99 -1.58 -1.01
C -1.3692 -1.7427 0.9457 4.03 -0.55 0.68
C -0.1027 -1.1728 1.8074 -1.57 0.39 0.21
N 0.7875 -0.2754 1.0899 -2.07 1.48 0.19
H -2.2019 -1.1079 0.6750 0.34 0.43 -0.30
H -1.6837 -2.4361 1.6772 -1.08 -1.24 0.34
H -0.7846 -2.3017 0.1479 -1.58 0.67 0.32
H 0.5186 -2.0328 2.1594 -0.81 0.52 -0.15
H -0.5322 -0.6350 2.7029 0.61 -0.59 -0.73
H 0.2065 0.1800 0.3671 0.29 -0.15 1.18
H 1.3671 -0.7849 0.5038 1.71 -1.38 -1.10
```
Positions in Å, forces in eV/Å.

Output
Calculated total energy (Ha): -304.99669
Maximum force (eV/Å): 4.127
ΔE to the lowest compared entry with this formula, charge and spin (kcal/mol): 48.9
HOMO (eV): -9.4
Orbital gap (eV): 10.14

Results of the Löwdin charge analysis, in e, for atoms 1 through 4: atom 1 (N): 0.065, atom 2 (C): -0.343, atom 3 (O): -0.002, atom 4 (H): 0.078

DFT (the ωB97M-V functional and the def2-TZVPD basis) results for a 2-piece molecular cluster, C3H10N2O overall in a non-equilibrium geometry.

XYZ file:
```
16
Properties=species:S:1:pos:R:3:forces:R:3
C 3.2005 0.1207 -0.3039 -0.61 0.24 0.97
C 1.8908 0.5173 0.3224 -0.43 -1.31 -0.02
N 0.9335 -0.5377 0.3670 -0.11 1.28 -0.48
C 1.4661 1.7232 0.6941 -0.40 0.64 0.77
N 0.0492 2.0178 0.7292 0.11 -0.08 -0.30
H 3.8866 0.9581 -0.3496 0.19 -0.07 -0.08
H 3.6274 -0.7380 0.2039 0.30 -0.07 0.10
H 2.8931 -0.2091 -1.2925 0.37 0.09 -0.35
H 1.1640 -1.3649 -0.1565 0.00 0.06 -0.39
H 0.0533 -0.0914 0.0856 -0.05 -0.70 0.29
H 2.0678 2.4678 1.1997 0.72 0.14 -0.90
H -0.4168 1.9411 1.6206 0.13 -0.13 0.34
H -0.0476 2.9782 0.4225 -0.23 -0.09 0.05
O -6.0810 -3.1005 -1.3606 0.09 0.21 -0.14
H -5.6303 -2.3675 -1.8016 -0.12 -0.21 0.13
H -5.3881 -3.5701 -0.8881 0.02 0.00 0.01
```
Positions in Å, forces in eV/Å.

Output
Calculated total energy (Ha): -305.01320
Maximum force (eV/Å): 1.380
ΔE to the lowest compared entry with this formula, charge and spin (kcal/mol): 38.6
HOMO (eV): -7.9
Orbital gap (eV): 8.87

Results of the Löwdin charge analysis, in e, for atoms 1 through 4: atom 1 (C): -0.049, atom 2 (C): -0.404, atom 3 (N): 0.067, atom 4 (C): -0.195

DFT (the ωB97M-V functional and the def2-TZVPD basis) results for one molecule with the formula C3H10N2O in a non-equilibrium geometry.

XYZ file:
```
16
Properties=species:S:1:pos:R:3:forces:R:3
N -0.0714 -1.2538 -2.4389 -0.35 0.49 -0.24
C -0.0694 -0.2224 -1.4211 0.42 0.45 0.05
N -0.3533 -0.7889 -0.1082 -0.21 -0.88 0.23
C -0.5946 0.1623 0.9758 0.65 0.55 -1.37
C 0.7575 0.6943 1.4447 -0.62 -0.60 0.16
O 0.5802 1.9576 2.0563 0.55 -0.01 0.47
H -0.9675 -1.3384 -2.9002 0.05 -0.18 0.15
H 0.2077 -2.1354 -2.0354 0.01 -0.11 -0.03
H 0.9037 0.2804 -1.4717 0.05 -0.25 0.53
H -0.7689 0.5962 -1.6248 -0.35 -0.16 -0.51
H -1.2002 -1.3334 -0.2465 0.14 -0.09 0.15
H -1.1884 0.9797 0.5458 -0.10 0.33 0.52
H -1.1340 -0.3128 1.7829 -0.16 -0.08 0.14
H 1.1650 -0.0555 2.1177 0.14 0.01 0.42
H 1.4474 0.7072 0.6100 0.13 0.41 -0.34
H 1.2860 2.0631 2.7137 -0.38 0.11 -0.33
```
Positions in Å, forces in eV/Å.

Output
Calculated total energy (Ha): -305.02277
Maximum force (eV/Å): 1.613
ΔE to the lowest compared entry with this formula, charge and spin (kcal/mol): 32.6
HOMO (eV): -9.0
Orbital gap (eV): 9.98

Results of the Löwdin charge analysis, in e, for atoms 1 through 4: atom 1 (N): 0.004, atom 2 (C): -0.342, atom 3 (N): -0.093, atom 4 (C): -0.211

DFT (the ωB97M-V functional and the def2-TZVPD basis) results for a 2-piece molecular cluster, C3H10N2O overall in a non-equilibrium geometry.

XYZ file:
```
16
Properties=species:S:1:pos:R:3:forces:R:3
H -3.8377 -0.2583 0.1899 -0.09 0.14 0.08
N -3.1414 -0.5517 0.8635 0.21 -0.25 0.08
C -2.0924 0.1626 0.7638 -0.34 0.00 -0.45
N -0.9317 -0.1239 1.4038 0.36 0.07 0.47
C 0.1121 0.8467 1.6856 0.58 -0.79 -0.71
C 1.4958 0.2591 1.3852 -0.11 0.17 0.14
H -2.0270 1.0187 0.0825 0.15 0.08 0.17
H -0.9331 -0.9350 2.0057 -0.28 0.00 -0.07
H 0.0269 1.6567 0.9668 -0.46 0.39 0.27
H 0.0667 1.1941 2.7191 -0.10 0.28 -0.08
H 1.7737 -0.5794 2.0151 -0.07 -0.08 0.29
H 1.5316 -0.0966 0.3621 -0.04 0.01 -0.24
H 2.2377 1.0457 1.5028 0.19 -0.02 0.06
O 3.1908 -0.6838 -4.8816 0.02 -0.01 0.03
H 3.7198 -0.3854 -5.6269 0.00 0.01 -0.02
H 3.8193 -1.1015 -4.2847 -0.02 0.00 -0.01
```
Positions in Å, forces in eV/Å.

Output
Calculated total energy (Ha): -305.03839
Maximum force (eV/Å): 1.207
ΔE to the lowest compared entry with this formula, charge and spin (kcal/mol): 22.7
HOMO (eV): -8.8
Orbital gap (eV): 9.67

Results of the Löwdin charge analysis, in e, for atoms 1 through 4: atom 1 (H): 0.022, atom 2 (N): 0.049, atom 3 (C): -0.356, atom 4 (N): -0.030

DFT (the ωB97M-V functional and the def2-TZVPD basis) results for a 2-piece molecular cluster, C3H10N2O overall in a non-equilibrium geometry.

XYZ file:
```
16
Properties=species:S:1:pos:R:3:forces:R:3
H -0.9487 2.3613 1.4014 -1.26 -1.01 -0.19
N -0.4145 1.4966 1.3033 1.59 0.29 -1.19
C -0.0912 1.2332 0.0506 -0.48 2.72 1.46
C -0.9193 1.5972 -1.1647 0.06 -0.54 0.23
H 0.9818 1.3543 -0.1581 0.14 -1.72 -0.20
H -1.9589 1.7773 -0.8906 0.04 0.19 -0.02
H -0.4626 2.4528 -1.6616 -0.16 0.08 -0.09
H -0.8946 0.7295 -1.8322 -0.04 0.43 -0.19
N -0.2065 -0.9116 -0.1636 2.20 -0.78 2.46
C 1.0901 -1.4373 0.7742 -2.54 0.42 -2.73
O 1.0143 -2.8052 0.9668 0.20 -0.26 0.13
H -0.3003 -1.3903 -1.0555 0.50 -0.25 0.11
H -1.0385 -1.1235 0.3797 0.01 0.08 0.05
H 1.9479 -1.1182 0.1784 0.01 -0.03 0.19
H 1.0434 -0.9483 1.7405 -0.30 0.24 -0.19
H 1.1576 -3.2676 0.1315 0.03 0.14 0.16
```
Positions in Å, forces in eV/Å.

Output
Calculated total energy (Ha): -304.93796
Maximum force (eV/Å): 3.752
ΔE to the lowest compared entry with this formula, charge and spin (kcal/mol): 85.8
HOMO (eV): -7.6
Orbital gap (eV): 8.19

Results of the Löwdin charge analysis, in e, for atoms 1 through 4: atom 1 (H): 0.022, atom 2 (N): -0.014, atom 3 (C): -0.414, atom 4 (C): -0.100

DFT (the ωB97M-V functional and the def2-TZVPD basis) results for a 2-piece molecular cluster, C3H10N2O overall in a non-equilibrium geometry.

XYZ file:
```
16
Properties=species:S:1:pos:R:3:forces:R:3
C 0.4175 0.3417 -1.7136 -0.87 -2.16 0.61
C -0.0938 1.3973 -0.8304 0.36 0.79 0.54
C 0.1627 1.3075 0.5557 1.24 2.44 0.19
N -0.2441 2.3246 1.4233 -1.00 -3.71 -0.40
N -0.5120 2.6289 -1.3197 -1.05 0.24 -0.88
H -0.2136 0.1377 -2.6173 1.15 0.84 0.40
H 0.3606 -0.6305 -1.1515 0.08 0.70 -0.29
H 1.5230 0.4700 -1.7961 -0.69 0.23 -0.75
H 1.0793 0.7852 0.7989 -0.29 -0.67 0.58
H -0.1011 2.0022 2.3835 0.58 0.61 0.05
H -1.2654 2.3477 1.3367 0.08 1.22 -0.20
H -1.4751 2.9420 -1.1846 0.13 -0.51 -0.27
H 0.0792 3.4152 -1.0917 0.30 -0.02 0.41
H -0.2394 -7.0479 2.1116 0.18 -0.68 0.29
H 0.0201 -5.8132 1.4081 0.63 0.00 -0.20
O 0.5021 -6.6084 1.6870 -0.82 0.67 -0.09
```
Positions in Å, forces in eV/Å.

Output
Calculated total energy (Ha): -304.70753
Maximum force (eV/Å): 3.863
<S²>: 0.755
ΔE to the lowest compared entry with this formula, charge and spin (kcal/mol): 48.8
HOMO (spin up / spin down) (eV): -13.4 / -13.4
Orbital gap (spin up / spin down) (eV): 8.58 / 5.90
Multiplicity: 2
Total charge: +1

Results of the Löwdin charge analysis, in e, for atoms 1 through 4: atom 1 (C): -0.009, atom 2 (C): -0.281, atom 3 (C): -0.009, atom 4 (N): 0.163